Molecular formula: C30H28CuN2Si
Method: DFT, wB97M-V/def2-TZVPD

maximum force	3.4	eV Å⁻¹
Kohn-Sham gap (spin up / spin down)	4.8 / 5.5	eV

The geometry in ORCA input format:
```
! RIJCOSX wB97M-V def2-TZVPD def2/J DEFGRID3
* xyz 0 2
C 1.017 -2.527 1.630
C 0.260 -2.429 0.438
C 1.137 -2.612 -0.677
H -0.821 -2.320 0.372
C 2.458 -2.864 -0.147
C 2.376 -2.761 1.286
H 3.212 -2.899 1.973
H 0.604 -2.488 2.639
H 0.835 -2.690 -1.724
H 3.316 -3.205 -0.723
Cu 2.089 -0.881 0.049
C -1.324 1.766 -1.620
H -0.312 1.679 -2.040
H -1.470 2.767 -1.190
H -2.087 1.661 -2.424
Si -2.759 -0.032 -0.869
C -3.682 0.337 0.668
C -3.782 -0.726 1.589
H -3.693 -1.759 1.238
C -3.904 -0.434 2.947
H -3.929 -1.257 3.662
C -3.999 0.897 3.366
H -4.107 1.112 4.427
C -4.010 1.943 2.435
H -4.091 2.979 2.760
C -3.912 1.664 1.073
H -3.941 2.447 0.315
C -3.201 -1.394 -2.030
C -4.319 -2.234 -1.850
H -5.188 -1.876 -1.296
C -4.297 -3.529 -2.380
H -5.126 -4.215 -2.189
C -3.207 -3.951 -3.151
H -3.199 -4.958 -3.565
C -2.148 -3.075 -3.433
H -1.315 -3.396 -4.065
C -2.173 -1.776 -2.921
H -1.399 -1.054 -3.200
H -1.748 -0.892 -0.192
H -1.449 1.004 -0.708
C 0.240 2.449 2.053
C 0.430 1.167 1.522
N 1.570 0.848 0.890
C 2.557 1.764 0.741
C 2.452 3.073 1.277
C 1.254 3.390 1.943
C 3.556 3.962 1.074
C 4.667 3.585 0.361
C 4.792 2.280 -0.202
C 5.916 1.827 -0.912
C 5.968 0.518 -1.364
C 4.874 -0.332 -1.116
N 3.755 0.117 -0.523
C 3.718 1.373 -0.015
H -0.709 2.676 2.535
H -0.339 0.396 1.592
H 1.149 4.393 2.348
H 3.471 4.960 1.506
H 5.492 4.275 0.198
H 6.733 2.525 -1.077
H 6.829 0.122 -1.906
H 4.913 -1.389 -1.393
*
```

***

Molecular formula: C30H28F6N2O22
Method: DFT, wB97M-V/def2-TZVPD

maximum force	1.7	eV Å⁻¹
Kohn-Sham gap	9.4	eV
SMILES string	O=[N+]([O-])c1ccccc1.O=[N+]([O-])c1ccccc1.O=C1OC[C@@H](F)O1.O=C1OC[C@@H](F)O1.O=C1OC[C@@H](F)O1.O=C1OC[C@@H](F)O1.O=C1OC[C@@H](F)O1.O=C1OC[C@@H](F)O1

The geometry in ORCA input format:
```
! RIJCOSX wB97M-V def2-TZVPD def2/J DEFGRID3
* xyz 0 1
O -0.385 1.267 -3.877
N 0.774 0.964 -3.644
O 1.706 1.200 -4.382
C 1.013 0.266 -2.389
C 0.120 0.459 -1.337
C 0.324 -0.283 -0.197
C 1.432 -1.088 -0.049
C 2.396 -1.159 -1.042
C 2.136 -0.549 -2.269
H -0.712 1.137 -1.445
H -0.354 -0.315 0.645
H 1.544 -1.544 0.926
H 3.264 -1.785 -0.887
H 2.823 -0.791 -3.069
O -0.873 -1.070 3.656
N -1.355 -1.951 2.992
O -0.965 -2.315 1.907
C -2.495 -2.700 3.529
C -3.291 -3.473 2.696
C -4.364 -4.174 3.255
C -4.672 -4.040 4.593
C -3.853 -3.281 5.417
C -2.808 -2.574 4.877
H -3.241 -3.418 1.618
H -5.067 -4.631 2.571
H -5.514 -4.548 5.046
H -4.082 -3.199 6.471
H -2.177 -1.978 5.520
O -0.269 -2.919 6.427
C 0.734 -3.070 5.813
O 1.113 -4.184 5.178
C 2.451 -4.008 4.748
C 2.595 -2.489 4.612
F 2.382 -1.969 3.397
O 1.588 -2.059 5.527
H 3.178 -4.350 5.493
H 2.600 -4.695 3.916
H 3.566 -2.206 5.019
O 2.427 3.995 -0.748
C 1.358 4.512 -0.846
O 0.202 3.857 -1.030
C -0.877 4.787 -1.161
C -0.227 6.124 -0.946
F -0.673 6.794 0.163
O 1.121 5.835 -0.785
H -1.225 4.613 -2.182
H -1.716 4.568 -0.500
H -0.483 6.747 -1.810
O -5.324 2.403 -0.614
C -4.779 2.298 -1.663
O -3.708 3.048 -1.992
C -3.377 2.846 -3.383
C -4.539 2.021 -3.896
F -4.128 0.919 -4.602
O -5.120 1.520 -2.703
H -3.221 3.800 -3.876
H -2.474 2.237 -3.415
H -5.304 2.530 -4.488
O 4.009 2.384 -6.808
C 4.181 2.493 -5.641
O 4.705 1.592 -4.815
C 4.728 2.050 -3.471
C 4.311 3.518 -3.594
F 5.349 4.382 -3.407
O 3.916 3.642 -4.953
H 3.908 1.538 -2.973
H 5.762 2.038 -3.137
H 3.488 3.782 -2.935
O 4.339 1.327 0.254
C 4.925 0.490 0.849
O 5.116 0.485 2.176
C 5.869 -0.667 2.532
C 5.860 -1.508 1.237
F 4.859 -2.457 1.333
O 5.540 -0.570 0.253
H 6.885 -0.468 2.865
H 5.372 -1.269 3.289
H 6.748 -2.092 1.002
O -3.045 -0.497 -0.108
C -3.863 -1.113 -0.702
O -3.715 -1.528 -1.967
C -4.975 -1.968 -2.478
C -5.756 -2.304 -1.177
F -5.680 -3.645 -0.898
O -5.007 -1.621 -0.203
H -5.532 -1.183 -2.990
H -4.706 -2.809 -3.109
H -6.785 -1.951 -1.203
*
```

***

Molecular formula: C30H28FeN5O4PS3
Method: DFT, wB97M-V/def2-TZVPD

maximum force	3.5	eV Å⁻¹
energy above the lowest of the compared OMol25 structures with the same formula, charge and spin	206.2	kJ/mol
Kohn-Sham gap (spin up / spin down)	7.0 / 3.6	eV

The geometry in ORCA input format:
```
! RIJCOSX wB97M-V def2-TZVPD def2/J DEFGRID3
* xyz 1 6
Fe 0.426 0.074 -2.151
O -0.641 -0.257 1.658
C -0.986 -0.775 0.623
O -0.806 -0.380 -0.562
C -1.812 -2.116 0.794
P -1.530 -3.495 -0.387
C -1.347 -2.634 -1.993
C -2.400 -1.853 -2.467
C -2.236 -1.082 -3.606
C -1.035 -1.113 -4.308
C -0.001 -1.944 -3.876
C -0.163 -2.713 -2.727
C 0.173 -4.077 -0.045
C 1.118 -3.280 0.596
C 2.391 -3.772 0.828
C 2.733 -5.048 0.413
C 1.797 -5.846 -0.225
C 0.518 -5.368 -0.442
H -2.866 -1.830 0.742
H -1.630 -2.488 1.806
H -3.338 -1.840 -1.931
H -3.049 -0.469 -3.966
H -0.913 -0.516 -5.199
H 0.914 -2.021 -4.449
H 0.624 -3.380 -2.404
H 0.875 -2.279 0.916
H 3.111 -3.156 1.347
H 3.723 -5.428 0.603
H 2.066 -6.841 -0.541
H -0.219 -5.998 -0.918
N 4.054 6.962 -4.378
C 3.194 5.914 -4.390
C 3.679 4.595 -4.429
C 2.819 3.523 -4.314
C 1.455 3.743 -4.197
C 0.949 5.035 -4.227
C 1.804 6.112 -4.315
S 0.358 2.390 -3.879
O -0.934 2.575 -4.470
O 1.044 1.130 -4.157
N 0.285 2.350 -2.239
C -0.641 2.944 -1.513
S -2.180 3.570 -2.189
C -2.635 3.972 -0.586
C -1.648 3.648 0.308
N -0.549 3.094 -0.219
H 5.032 6.818 -4.557
H 3.703 7.901 -4.440
H 4.739 4.432 -4.567
H 3.187 2.509 -4.329
H -0.119 5.177 -4.187
H 1.409 7.117 -4.338
H -3.591 4.406 -0.376
H -1.696 3.805 1.371
N 2.812 2.370 -0.992
C 3.436 1.237 -1.318
S 2.595 -0.238 -1.275
N 4.729 1.303 -1.644
C 5.619 0.243 -1.915
C 5.555 -0.970 -1.243
C 6.452 -1.977 -1.552
C 7.434 -1.777 -2.506
C 7.520 -0.552 -3.149
C 6.619 0.455 -2.857
H 1.803 2.367 -0.862
H 3.266 3.264 -1.074
H 5.126 2.230 -1.742
H 4.815 -1.123 -0.480
H 6.382 -2.921 -1.035
H 8.131 -2.568 -2.744
H 8.292 -0.387 -3.883
H 6.684 1.406 -3.364
*
```

***

Question: Among the records above, which one has the lowest maximum force?
Answer: C30H28F6N2O22